Below is C14H13Cl2N4S2Zn as an isolated structure, with properties calculated with wB97M-V/def2-TZVPD.

XYZ file:
```
36
C14H13Cl2N4S2Zn | the Open Molecules 2025 dataset | wB97M-V/def2-TZVPD
Zn 0.07 -0.46 0.25
Cl 1.37 -0.51 -5.09
Cl 2.01 0.47 0.29
S 0.22 -0.66 -1.94
S 0.82 -2.21 1.33
N -1.51 -1.25 0.21
N -0.25 -4.49 0.78
N -1.55 -2.63 0.22
N -0.69 1.08 0.92
C 2.55 0.52 -1.34
C -0.47 -3.16 0.73
C 4.28 1.13 -2.92
C -3.24 -1.36 2.00
C 3.50 0.63 -3.95
C -2.45 2.99 1.96
C 1.75 0.01 -2.38
C -1.15 3.35 1.59
C 3.81 1.07 -1.61
C -2.86 1.67 1.83
C -1.95 0.76 1.31
C -2.22 -0.67 1.12
C -0.32 2.36 1.08
C 2.23 0.07 -3.70
H -2.89 -2.35 2.31
H 4.41 1.46 -0.79
H -0.03 -0.32 1.78
H -3.86 1.37 2.11
H 0.70 2.58 0.78
H -3.13 3.74 2.36
H 5.25 1.57 -3.13
H -0.64 -4.93 -0.04
H 0.75 -4.61 0.87
H -3.44 -0.79 2.91
H 3.86 0.68 -4.97
H -4.17 -1.47 1.44
H -0.80 4.37 1.69
```

Summary:
- Net charge: -1
- LUMO energy (alpha / beta): 2.8 / 2.8 eV
- Largest force on an atom: 0.109 hartree/bohr
- 2S+1: 1
- Energy above the lowest of the compared OMol25 structures with the same formula, charge and spin: 0.0 kcal/mol

Below is C2H11N3O2 as an isolated structure, with properties calculated with wB97M-V/def2-TZVPD.

XYZ file:
```
18
C2H11N3O2 | the Open Molecules 2025 dataset | wB97M-V/def2-TZVPD
O 1.66 -3.63 -0.13
O -0.19 -2.54 -1.31
N 1.04 0.52 -0.03
N -1.07 -0.51 0.15
N -0.93 1.81 0.49
C -0.29 0.62 0.20
C -0.11 2.98 0.55
H -2.13 -0.51 0.11
H 1.31 -0.36 -0.35
H -0.87 -3.11 -1.11
H -0.53 -1.59 -0.54
H -0.83 3.69 1.23
H 0.89 2.96 0.93
H 1.22 -3.02 -0.77
H -1.81 1.85 0.99
H 0.95 -3.71 0.55
H 0.05 3.24 -0.56
H 1.64 1.32 -0.40
```

Summary:
- LUMO energy: 0.2 eV
- Largest force on an atom: 0.107 hartree/bohr
- 2S+1: 1
- Energy above the lowest of the compared OMol25 structures with the same formula, charge and spin: 53.8 kcal/mol

| no. | M (g/mol) |
| --- | --- |
| 1 | 437.7 |
| 2 | 109.1 |